Entry 1:
ORCA calculation (wB97M-V/def2-TZVPD) on a structure of composition C38H75B2ClO36P5Zr at a distorted geometry.

Last column: Mulliken charge in e.
Atoms and positions in Å:
Zr (15.90565, 10.75315, -35.21806)  2.48
O (17.25167, 8.88792, -34.15448)  -1.93
C (18.16398, 8.37332, -33.50722)  0.41
O (19.11289, 9.00574, -32.90678)  0.36
B (19.96405, 8.08980, -32.15398)  0.96
O (19.39173, 6.69744, -32.41966)  -0.38
C (18.33059, 6.86330, -33.27854)  0.22
O (17.68150, 5.99186, -33.86927)  -0.63
O (20.20382, 8.42469, -30.71978)  -0.62
C (21.44358, 8.55819, -30.39238)  0.52
O (21.94321, 8.76110, -29.25432)  -0.64
C (22.25929, 8.28281, -31.64669)  0.51
O (21.36591, 8.05014, -32.66394)  -0.58
O (23.50163, 8.26743, -31.82665)  -0.64
O (15.25382, 12.90795, -34.55362)  -0.16
C (14.83149, 14.13886, -34.61658)  0.14
O (14.98040, 14.98129, -33.64353)  -0.47
B (14.32757, 16.25606, -33.90528)  1.41
O (13.75816, 16.08823, -35.29875)  -0.25
C (14.01061, 14.82453, -35.65977)  -0.23
O (13.63642, 14.31217, -36.71441)  -0.42
O (13.31108, 16.49495, -32.88393)  -0.57
C (13.63805, 17.56917, -32.18622)  0.61
O (12.99440, 18.11763, -31.29494)  -0.61
C (15.00504, 18.08134, -32.71943)  0.54
O (15.31372, 17.30736, -33.76616)  -0.54
O (15.61059, 19.12065, -32.36156)  -0.62
Cl (15.60600, 8.82112, -36.81511)  -0.70
C (17.49163, 9.87077, -29.19236)  -1.17
C (16.79582, 10.84811, -30.03662)  0.35
O (17.77896, 11.41347, -30.88464)  -0.37
P (17.50019, 12.04955, -32.31215)  -1.06
O (16.64247, 11.26622, -33.27135)  1.05
O (17.14363, 13.67485, -32.05775)  0.01
C (17.27986, 14.22125, -30.75514)  0.07
C (17.24898, 15.72820, -30.88225)  -1.44
O (18.98914, 12.06309, -32.90464)  0.55
C (20.03084, 12.32607, -32.00470)  -0.56
C (21.21771, 11.75704, -32.75576)  -0.23
H (18.23182, 10.42264, -28.61299)  0.35
H (16.81257, 9.34743, -28.51924)  0.46
H (17.98059, 9.09269, -29.77855)  0.06
H (16.03126, 10.36737, -30.64688)  -0.37
H (16.18831, 11.60738, -29.54413)  0.41
H (16.49698, 13.91180, -30.06272)  0.12
H (18.22135, 13.83449, -30.36512)  0.39
H (17.89336, 16.09646, -31.68053)  0.35
H (16.26302, 16.08672, -31.17800)  0.11
H (17.64247, 16.29432, -30.03799)  0.50
H (20.15210, 13.39932, -31.85804)  0.34
H (19.99829, 11.86483, -31.01764)  0.32
H (21.48844, 12.43661, -33.56384)  -0.29
H (22.06531, 11.65703, -32.07775)  0.61
H (21.03234, 10.76265, -33.16184)  -0.48
C (15.53922, 16.59239, -39.11653)  -1.52
C (16.13723, 15.17269, -39.40308)  -0.03
O (16.04824, 14.37181, -38.21659)  -0.11
P (16.23563, 12.77734, -38.20856)  -0.76
O (15.92705, 12.03768, -36.96001)  1.28
O (15.46084, 12.21124, -39.53305)  -0.25
C (14.08803, 12.33167, -39.74505)  0.35
C (13.87431, 12.72884, -41.20309)  -1.61
O (17.80575, 12.66222, -38.64124)  0.17
C (18.30139, 12.64154, -39.98829)  -0.16
C (19.60863, 13.38905, -40.02579)  -1.36
H (16.10833, 17.09182, -38.33245)  0.32
H (15.69278, 17.18073, -40.02117)  0.45
H (14.48257, 16.57737, -38.84937)  0.32
H (15.70406, 14.78345, -40.32448)  0.24
H (17.20669, 15.28172, -39.58332)  0.11
H (13.69391, 11.33005, -39.57322)  0.39
H (13.62433, 13.04978, -39.06875)  -0.01
H (14.52120, 12.21039, -41.91078)  0.40
H (12.84077, 12.61155, -41.52888)  0.44
H (14.10272, 13.77680, -41.39731)  0.30
H (18.42745, 11.64122, -40.40248)  0.21
H (17.55501, 13.07867, -40.65158)  0.46
H (20.41098, 12.88423, -39.48775)  0.12
H (19.89874, 13.59072, -41.05695)  0.49
H (19.49917, 14.33389, -39.49346)  0.30
C (13.87534, 5.61945, -35.27251)  -1.47
C (14.61250, 6.31308, -34.14981)  0.65
O (13.59958, 7.20593, -33.64797)  -0.29
P (14.09766, 8.52731, -32.87776)  -0.66
O (14.74650, 9.54342, -33.79206)  1.78
O (15.06850, 7.94619, -31.72272)  -0.26
C (14.50383, 6.82060, -30.93695)  -0.02
C (15.54611, 6.12697, -30.21063)  -1.50
O (12.79496, 9.04098, -32.01273)  -0.04
C (11.50056, 8.53806, -32.10945)  0.32
C (10.86857, 8.78316, -30.72934)  -1.42
H (12.94936, 5.13731, -34.95911)  0.35
H (13.64752, 6.37980, -36.01954)  0.17
H (14.45396, 4.80748, -35.71296)  0.45
H (14.98346, 5.71470, -33.31768)  0.37
H (15.52633, 6.85294, -34.39793)  -0.47
H (13.89423, 7.16747, -30.10258)  0.06
H (13.94533, 6.10530, -31.54071)  0.43
H (15.05904, 5.23466, -29.81740)  0.43
H (16.24859, 5.81403, -30.98309)  0.34
H (16.05209, 6.66921, -29.41183)  0.27
H (10.99771, 9.08845, -32.90462)  -0.12
H (11.58267, 7.47138, -32.31816)  0.35
H (11.49530, 8.39152, -29.92813)  0.28
H (10.65121, 9.83663, -30.55312)  0.32
H (9.88635, 8.31345, -30.78158)  0.42
C (22.12852, 8.35570, -36.30690)  -1.46
C (21.74491, 9.67836, -35.69462)  0.09
O (20.32866, 9.61526, -35.53413)  0.23
P (19.38447, 10.78105, -36.22746)  -0.83
O (17.94383, 10.78327, -35.75529)  1.45
O (20.20135, 12.16205, -35.73337)  0.41
C (21.07960, 12.83295, -36.64923)  0.06
C (22.22023, 13.48022, -35.89009)  -1.67
O (19.66793, 10.50390, -37.80508)  -0.26
C (18.96093, 9.46198, -38.44034)  0.16
C (19.77581, 8.93418, -39.62517)  -1.60
H (23.12796, 8.41176, -36.73826)  0.43
H (22.02847, 7.46270, -35.68994)  0.33
H (21.59526, 8.20201, -37.24506)  0.11
H (22.31979, 9.88436, -34.79175)  0.29
H (22.04392, 10.52345, -36.31473)  0.32
H (21.44894, 12.26780, -37.50498)  0.41
H (20.52576, 13.67428, -37.06579)  0.09
H (21.83572, 13.97383, -34.99756)  0.32
H (22.89538, 12.68927, -35.56349)  0.32
H (22.73863, 14.13861, -36.58715)  0.48
H (18.84050, 8.76311, -37.61259)  0.53
H (17.93077, 9.69022, -38.71382)  0.04
H (19.21139, 8.27806, -40.28778)  0.41
H (20.20405, 9.74978, -40.20784)  0.31
H (20.64763, 8.34906, -39.33250)  0.35
C (9.28556, 11.57319, -34.23538)  -1.13
C (10.71458, 12.12325, -33.92433)  -0.14
O (11.51639, 12.33105, -35.12095)  0.02
P (12.29495, 11.10972, -35.92371)  -1.61
O (13.78249, 11.08856, -35.66425)  0.38
O (11.54234, 9.73140, -35.45774)  0.55
C (11.53787, 8.60196, -36.29433)  0.14
C (10.25542, 8.48271, -37.13068)  -1.60
O (11.89680, 11.42445, -37.44667)  0.54
C (10.61491, 11.88890, -37.91497)  -0.07
C (10.83442, 13.17173, -38.68881)  -0.96
H (8.65753, 11.63862, -33.34690)  0.45
H (8.85244, 12.09804, -35.08687)  0.31
H (9.31069, 10.50274, -34.43932)  0.15
H (10.65397, 13.14409, -33.54708)  0.43
H (11.27560, 11.48026, -33.24615)  0.18
H (12.37807, 8.62350, -36.98838)  0.19
H (11.56453, 7.69366, -35.69236)  0.32
H (10.23734, 7.52604, -37.65275)  0.51
H (9.36082, 8.46668, -36.50816)  0.30
H (10.15841, 9.18070, -37.96224)  0.20
H (10.06159, 11.24902, -38.60236)  0.33
H (9.90745, 12.01774, -37.09583)  0.05
H (9.97092, 13.64999, -39.15114)  0.49
H (11.21761, 13.88439, -37.95848)  0.17
H (11.52852, 13.04198, -39.51917)  -0.01

Output
**HOMO-LUMO gap**: 0.302 Ha
**E_LUMO**: -3.193 eV
**Total charge**: +1

=====

Entry 2:
ORCA calculation (wB97M-V/def2-TZVPD) on a cluster of 9 separate species, C38H76B2Br16N3O11P in total at a distorted geometry.

Last column: Mulliken charge in e.
Atoms and positions in Å:
C (4.53071, -4.84397, 1.15766)  0.04
O (3.97793, -4.32034, 2.36567)  -0.54
C (2.54591, -4.25340, 2.26699)  -0.34
N (2.08971, -3.01211, 1.66108)  1.70
C (2.94625, -1.87425, 1.77812)  -0.65
O (3.44499, -1.56563, 3.09838)  -0.26
O (3.69317, -0.18392, 3.13978)  -0.41
C (0.65841, -2.80346, 1.53087)  -1.37
O (0.02250, -4.01795, 1.99438)  -0.77
C (0.18664, -1.66919, 2.51447)  -0.04
C (0.51339, -1.99307, 4.04974)  -0.55
C (-0.75033, -2.53688, 4.81834)  -1.10
C (-0.70650, -4.06009, 5.19259)  -0.04
N (-2.04445, -4.42459, 5.76307)  -0.60
C (0.13710, -2.61648, 0.01711)  1.13
C (-1.34259, -2.12507, 0.08028)  -0.91
O (-2.23056, -2.58331, -0.96555)  -0.15
C (-3.51360, -2.40606, -0.43104)  0.46
C (-4.13033, -1.06956, -0.48082)  -0.33
C (-5.45277, -0.79362, 0.09959)  0.51
C (-6.20064, -1.86456, 0.76269)  -0.70
C (-5.59256, -3.19320, 0.79255)  -0.65
C (-4.26909, -3.46882, 0.21348)  -0.28
C (0.05216, -4.01309, -0.75278)  -2.02
C (1.40278, -4.80636, -0.87238)  2.73
C (1.79868, -4.93684, -2.41419)  -1.51
C (1.09955, -6.30879, -0.43591)  -1.83
O (1.13882, -1.86292, -0.64104)  0.02
C (0.87676, -0.82962, -1.56932)  1.01
B (2.31536, -0.55428, -2.28473)  0.33
O (2.70460, 0.79224, -2.59800)  -0.74
O (3.21934, -1.57516, -2.64568)  -0.38
B (0.57302, 0.64234, -0.93443)  1.62
O (1.48479, 1.16396, 0.03441)  -0.50
O (-0.59135, 1.32894, -1.33354)  -1.03
C (-1.30459, 1.85378, -0.20142)  -0.67
P (-0.22982, -1.22456, -3.07371)  0.01
N (-0.25958, 0.18335, -4.15283)  -0.61
O (0.47049, -2.45698, -4.02792)  -0.53
H (4.31776, -5.94004, 1.12320)  0.27
H (4.23821, -4.27783, 0.23603)  -0.34
H (5.64683, -4.74042, 1.25250)  0.27
H (2.17238, -4.46790, 3.30203)  -0.06
H (2.26282, -5.16259, 1.66642)  0.30
H (3.85841, -2.05586, 1.12978)  0.29
H (2.51001, -0.92721, 1.36723)  0.50
H (4.66615, -0.13187, 3.13707)  0.31
H (-0.80674, -3.79912, 2.43869)  0.49
H (0.58276, -0.64758, 2.26102)  -0.22
H (-0.92862, -1.52071, 2.55358)  0.56
H (0.74383, -0.98854, 4.49847)  0.46
H (1.42609, -2.60702, 4.18452)  0.24
H (-0.80426, -1.98037, 5.79481)  0.43
H (-1.72390, -2.34678, 4.30421)  0.35
H (0.07890, -4.28399, 5.95392)  0.32
H (-0.54094, -4.74768, 4.32954)  0.07
H (-2.45590, -5.20301, 5.23608)  0.16
H (-2.71044, -3.66256, 5.63698)  0.25
H (-1.50030, -1.02384, 0.20350)  -0.70
H (-1.77985, -2.58167, 1.01350)  1.03
H (-3.53259, -0.26509, -0.96229)  0.36
H (-5.80582, 0.26749, 0.01690)  -0.46
H (-7.17857, -1.61909, 1.21454)  0.52
H (-6.17415, -3.98879, 1.31174)  0.42
H (-3.87357, -4.49929, 0.30179)  0.47
H (-0.73321, -4.67788, -0.30545)  0.46
H (-0.29455, -3.84972, -1.80984)  0.74
H (2.29647, -4.37669, -0.38320)  -1.34
H (2.23294, -4.00103, -2.82769)  0.04
H (0.91564, -5.29097, -3.00884)  0.41
H (2.54611, -5.77874, -2.48251)  0.46
H (0.54617, -6.28808, 0.53474)  0.29
H (0.58129, -6.88419, -1.23734)  0.44
H (2.07877, -6.82627, -0.24800)  0.35
H (3.47372, 0.93372, -2.01155)  0.12
H (3.55370, -1.97480, -1.82567)  -0.02
H (1.03917, 1.07007, 0.89340)  0.22
H (-2.31900, 2.22764, -0.46048)  0.36
H (-0.73466, 2.72711, 0.22303)  0.36
H (-1.40495, 1.11701, 0.63263)  -0.24
H (0.20566, -0.10574, -5.02330)  0.34
H (0.32448, 0.94916, -3.80021)  0.25
H (1.13751, -2.04535, -4.61050)  0.29
Br (-6.37840, -3.31433, 4.53071)  -0.08
C (-6.83779, -4.57345, 5.94568)  -0.60
C (-5.61722, -4.98990, 6.72421)  -0.62
Br (-4.55144, -6.28257, 5.73303)  -0.12
H (-7.34975, -5.40829, 5.47359)  0.40
H (-7.53724, -4.03873, 6.58740)  0.33
H (-5.90276, -5.50166, 7.64238)  0.39
H (-4.95985, -4.15823, 6.96765)  0.34
Br (4.13066, 6.88062, -1.75640)  -0.17
C (3.67448, 5.21769, -2.66487)  -0.68
C (3.36090, 4.12278, -1.68022)  -0.03
Br (4.98840, 3.39873, -0.88865)  -0.18
H (4.50505, 4.97868, -3.32294)  0.40
H (2.79739, 5.45444, -3.26636)  0.35
H (2.88855, 3.27844, -2.18241)  -0.15
H (2.72714, 4.45081, -0.85970)  0.48
Br (-7.82064, 0.42863, 3.13391)  -0.06
C (-8.17208, 2.27574, 2.63612)  -0.51
C (-8.30677, 2.43486, 1.14157)  -0.60
Br (-6.56800, 2.39615, 0.25794)  -0.19
H (-7.36790, 2.87352, 3.05975)  0.19
H (-9.10803, 2.52958, 3.13230)  0.38
H (-8.72547, 3.41104, 0.89981)  0.36
H (-8.91284, 1.66024, 0.67814)  0.38
Br (1.46296, 9.45998, 0.86001)  -0.14
C (1.61103, 9.70318, -1.06687)  -0.17
C (0.27794, 9.54936, -1.74686)  -0.38
Br (-0.22969, 7.67070, -1.88670)  -0.14
H (2.34678, 8.98877, -1.42381)  -0.08
H (1.99462, 10.71453, -1.19640)  0.38
H (0.33160, 9.90904, -2.77353)  0.07
H (-0.53238, 10.05845, -1.23078)  0.44
Br (3.83445, 3.04195, -5.58942)  -0.06
C (3.92826, 4.12302, -7.20720)  -0.55
C (5.13627, 5.02278, -7.19638)  -0.59
Br (4.86638, 6.55703, -6.02577)  -0.14
H (2.98990, 4.66754, -7.27958)  0.28
H (3.99123, 3.40582, -8.02479)  0.34
H (5.30792, 5.44629, -8.18527)  0.37
H (6.04050, 4.52204, -6.85932)  0.37
Br (5.49653, -4.20809, -2.15546)  -0.01
C (7.36687, -3.82350, -1.77324)  -0.68
C (7.53344, -2.44697, -1.18283)  -0.42
Br (7.38857, -1.06519, -2.54779)  -0.13
H (7.91450, -3.96206, -2.70212)  0.42
H (7.67420, -4.58612, -1.05814)  0.34
H (8.53150, -2.32851, -0.76268)  0.39
H (6.79332, -2.21693, -0.41979)  0.13
Br (-4.85101, 2.96130, 5.58917)  -0.15
C (-3.92452, 4.10524, 4.31358)  -0.64
C (-4.05403, 3.57377, 2.91037)  -0.01
Br (-2.87067, 2.05596, 2.61036)  0.01
H (-2.89324, 4.18513, 4.64846)  0.41
H (-4.40716, 5.07812, 4.40053)  0.38
H (-3.74119, 4.32439, 2.18510)  0.37
H (-5.06013, 3.24124, 2.66965)  -0.29
Br (-0.97972, 8.60727, -7.62066)  -0.14
C (0.33075, 7.71628, -6.48786)  -0.69
C (0.49862, 8.43219, -5.17362)  -0.31
Br (1.57557, 10.04500, -5.37783)  -0.12
H (1.25316, 7.65173, -7.06040)  0.38
H (-0.06583, 6.71393, -6.32891)  0.39
H (1.04728, 7.81223, -4.46695)  0.07
H (-0.44472, 8.73481, -4.72698)  0.44

Output
**SMILES**: COCN(COO)[C@@](O)(CCCCN)[C@](COc1ccccc1)(CC(C)C)O[C@](B(O)O)(B(O)OC)P(N)O.BrCCBr.BrCCBr.BrCCBr.BrCCBr.BrCCBr.BrCCBr.BrCCBr.BrCCBr
**HOMO-LUMO gap**: 0.277 Ha
**Relative energy (zero: lowest compared OMol25 entry of this formula, charge and spin)**: 78.4 kcal per mole
**E_LUMO**: 0.035 eV
**Total charge**: 0